3 unconnected molecules or ions with the total composition C12H35BN3O11P2S3. Source: OMol25; level of theory: ωB97M-V/def2-TZVPD.

Last column: natural (NBO) charge in e.
Cartesian coordinates (Å):
C1 1.82429 -2.57847 0.63825  -0.247
O1 0.42622 -2.78704 0.44538  -0.566
C2 -0.40570 -1.65526 0.59759  -0.086
C3 -1.20580 -1.53654 -0.72281  -0.260
B1 -2.02721 -2.94263 -0.80266  1.150
N1 -3.04866 -3.15276 0.22134  -1.183
O2 -1.87228 -3.79072 -1.84597  -0.898
N2 -0.28967 -1.43905 -1.88425  -0.625
C4 -0.06587 -0.18521 -2.59954  -0.433
P1 1.36663 0.86148 -2.01694  2.314
O3 2.50394 0.60344 -2.88636  -1.045
O4 0.89544 2.39789 -2.00489  -0.992
O5 1.61397 0.48856 -0.48213  -1.004
C5 -1.35471 0.57981 -2.75681  -0.230
N3 -1.90294 0.82810 -1.39177  -0.557
C6 -2.31818 -0.46135 -0.74264  -0.325
P2 -2.96978 0.07027 0.91401  0.873
S1 -1.78871 1.46958 1.60426  -0.599
H1 2.28269 -2.06216 -0.21023  0.175
H2 2.01314 -2.00857 1.55131  0.184
H3 2.27272 -3.56411 0.74064  0.211
H4 0.15113 -0.76324 0.87827  0.205
H5 -1.10257 -1.86793 1.41811  0.182
H6 -3.81063 -3.71100 -0.15885  0.406
H7 -2.71288 -3.67616 1.02535  0.417
H8 -0.98307 -4.10316 -2.03053  0.528
H9 0.60201 -1.82271 -1.59358  0.397
H10 0.27882 -0.42731 -3.60989  0.276
H11 0.53311 2.78214 -1.20049  0.509
H12 1.34936 1.11181 0.20238  0.521
H13 -2.09921 -0.02122 -3.28281  0.234
H14 -1.22174 1.52032 -3.28674  0.258
H15 -1.23345 1.29364 -0.75755  0.453
H16 -2.70992 1.45587 -1.43460  0.442
H17 -3.13987 -0.82162 -1.36974  0.251
H18 -4.26389 0.51918 0.60546  0.010
H19 -3.13216 -1.08053 1.67823  0.056
O6 7.42758 -1.01089 -1.30897  -0.946
S2 7.42279 -1.98942 -2.35652  2.386
O7 8.37167 -1.87817 -3.41970  -0.931
O8 5.95280 -2.08806 -2.94707  -0.732
C7 5.34440 -0.84533 -3.40514  -0.076
C8 5.88440 -0.38453 -4.73934  -0.643
C9 7.50878 -3.60678 -1.67280  -0.887
H20 5.46933 -0.08922 -2.63027  0.202
H21 4.28578 -1.07801 -3.47165  0.200
H22 6.93160 -0.09630 -4.67303  0.233
H23 5.30516 0.47815 -5.07078  0.221
H24 5.79946 -1.17635 -5.48359  0.216
H25 6.77420 -3.69452 -0.87764  0.244
H26 8.51719 -3.71883 -1.28031  0.259
H27 7.32828 -4.32811 -2.46514  0.254
O9 -4.35505 4.51588 2.95766  -0.946
S3 -3.94374 3.60865 3.98898  2.391
O10 -4.22821 2.21212 3.81490  -0.963
O11 -4.48918 4.10900 5.37869  -0.720
C10 -5.91231 4.41304 5.48842  -0.076
C11 -6.77093 3.17278 5.55983  -0.642
C12 -2.22424 3.80692 4.30952  -0.881
H28 -6.18892 5.06087 4.65675  0.204
H29 -5.97513 4.99340 6.40541  0.205
H30 -6.74818 2.61363 4.62611  0.222
H31 -7.80053 3.46960 5.76137  0.227
H32 -6.43236 2.51525 6.35996  0.221
H33 -1.99887 4.86009 4.44770  0.259
H34 -1.75410 3.40947 3.41264  0.242
H35 -1.95626 3.22234 5.18522  0.258

Calculated values
* total charge: +1
* HOMO level: -12.11 eV
* E: -91760.578 eV
* orbital gap: 8.97 eV

3 unconnected molecules or ions with the total composition C12H35NO7P2. Source: OMol25; level of theory: ωB97M-V/def2-TZVPD.

Last column: natural (NBO) charge in e.
Cartesian coordinates (Å):
N1 0.86307 -4.03891 4.16247  -1.328
P1 1.67083 -2.82056 3.58986  0.916
P2 0.20819 -1.48684 2.38538  0.576
C1 -1.11514 -0.49648 1.47517  -0.404
O1 -2.37326 -1.02067 1.84991  -0.576
C2 -3.29456 -0.13170 2.46215  0.249
O2 -4.04420 -0.78833 3.41483  -0.533
C3 -4.98541 -1.73742 2.91028  -0.100
C4 -4.48188 -3.16075 3.04454  -0.096
O3 -4.62848 -3.66694 4.36253  -0.716
H1 0.97039 -4.21958 5.15131  0.378
H2 2.76424 -3.13465 2.73719  -0.100
H3 2.32638 -1.94979 4.49610  -0.082
H4 0.01225 -0.76438 3.59019  -0.017
H5 -0.48237 -2.70607 2.14552  0.015
H6 1.22880 -1.04981 1.48777  -0.035
H7 -1.02959 0.56509 1.74548  0.174
H8 -0.98114 -0.58226 0.38933  0.181
H9 -3.93844 0.28838 1.67359  0.136
H10 -2.75046 0.66804 2.97287  0.156
H11 -5.89286 -1.61613 3.50376  0.196
H12 -5.22007 -1.50683 1.86606  0.173
H13 -3.43738 -3.20761 2.72867  0.186
H14 -5.06901 -3.81430 2.39876  0.179
H15 -4.07095 -3.13355 4.94493  0.468
C5 3.72478 -1.07442 -1.02327  -0.255
O4 2.42157 -1.57982 -1.24779  -0.555
C6 1.55928 -0.66292 -1.89576  -0.093
C7 1.42128 -0.93445 -3.37741  -0.088
O5 2.63596 -0.73273 -4.07434  -0.552
C8 3.33991 -1.92639 -4.35913  -0.253
H16 4.35143 -1.91786 -0.73857  0.193
H17 4.13404 -0.60738 -1.92219  0.181
H18 3.72914 -0.33829 -0.21142  0.167
H19 1.90302 0.36547 -1.73937  0.185
H20 0.57101 -0.75809 -1.43268  0.175
H21 0.68189 -0.24145 -3.79139  0.183
H22 1.05262 -1.95454 -3.53338  0.175
H23 2.82067 -2.51793 -5.12100  0.168
H24 3.47009 -2.54071 -3.46467  0.178
H25 4.31633 -1.63781 -4.74352  0.192
C9 -0.44449 2.65408 -0.64587  -0.253
O6 0.85519 2.79273 -1.18162  -0.556
C10 0.87943 2.96330 -2.58787  -0.093
C11 1.04757 4.41305 -2.98582  -0.088
O7 -0.05031 5.20887 -2.58176  -0.550
C12 0.18568 5.96182 -1.40855  -0.252
H26 -0.35961 2.77016 0.43406  0.187
H27 -1.12575 3.41433 -1.03526  0.185
H28 -0.85863 1.66222 -0.86301  0.163
H29 -0.03781 2.56325 -3.03527  0.173
H30 1.72474 2.38894 -2.98007  0.188
H31 1.12081 4.47108 -4.07557  0.188
H32 1.97995 4.80304 -2.56247  0.174
H33 0.90197 6.76953 -1.59494  0.168
H34 0.56527 5.33601 -0.59659  0.175
H35 -0.76599 6.39895 -1.11211  0.192

Calculated values
* SMILES: N=[PH2][PH3]COCOCCO.COCCOC.COCCOC
* HOMO level: -7.72 eV
* E: -47404.547 eV
* relative energy (zero: lowest compared OMol25 entry of this formula, charge and spin): 0.0000 eV
* orbital gap: 8.32 eV

A molecular structure, C12H36AlN6O2P2. Source: OMol25; level of theory: ωB97M-V/def2-TZVPD.

Last column: natural (NBO) charge in e.
Cartesian coordinates (Å):
Al1 0.54684 4.19182 0.02884  1.000
O1 -5.55386 2.01709 -0.19128  -1.024
P1 -6.93033 1.37051 -0.01581  2.334
N1 -7.91673 2.24269 1.14338  -0.592
C1 -7.17745 3.03443 2.08803  -0.445
C2 -9.28863 1.84298 1.55475  -0.413
N2 -6.89554 -0.24785 0.44643  -0.769
C3 -6.79369 -0.63501 1.90640  -0.434
C4 -6.19048 -1.14788 -0.54446  -0.428
N3 -7.88370 1.32176 -1.46355  -0.595
C5 -9.09008 0.42840 -1.70280  -0.412
C6 -7.57729 2.33338 -2.40235  -0.438
H1 -7.15197 2.54181 3.06003  0.227
H2 -7.59585 4.02335 2.27536  0.239
H3 -6.12027 3.08044 1.82659  0.251
H4 -9.19805 0.81509 1.90597  0.222
H5 -9.89061 1.81868 0.64638  0.227
H6 -9.65274 2.45999 2.37623  0.251
H7 -6.45744 0.21549 2.49943  0.208
H8 -7.72967 -0.75419 2.45214  0.225
H9 -6.08365 -1.38554 2.25370  0.250
H10 -6.34252 -2.19466 -0.28134  0.235
H11 -6.41985 -1.02047 -1.60241  0.227
H12 -5.10683 -1.05166 -0.47695  0.215
H13 -9.80831 0.54078 -0.89063  0.230
H14 -9.50853 0.55902 -2.70077  0.250
H15 -8.73373 -0.60101 -1.66489  0.241
H16 -7.12809 1.81625 -3.25022  0.241
H17 -6.99899 3.18747 -2.04994  0.253
H18 -8.49880 2.80814 -2.73928  0.229
O2 5.78457 0.15690 0.39196  -1.043
P2 6.90453 -0.72299 -0.01855  2.362
N4 7.48326 -0.35152 -1.60097  -0.593
C7 7.42585 1.06205 -2.10532  -0.427
C8 8.42494 -1.32098 -2.21324  -0.454
N5 6.47231 -2.32883 0.08546  -0.761
C9 5.38843 -2.87353 -0.69829  -0.416
C10 6.41128 -3.00990 1.39670  -0.426
N6 8.30713 -0.65281 1.00836  -0.571
C11 9.39533 -1.65104 0.91258  -0.458
C12 8.79186 0.49772 1.62363  -0.445
H19 8.22813 1.58960 -1.58944  0.236
H20 6.49477 1.49798 -1.74317  0.243
H21 7.27317 1.00121 -3.18286  0.248
H22 8.87106 -2.07072 -1.55981  0.244
H23 9.29095 -0.72762 -2.50657  0.229
H24 8.10939 -1.64585 -3.20470  0.259
H25 4.39499 -2.68241 -0.29250  0.210
H26 5.30079 -2.30765 -1.62576  0.212
H27 5.52949 -3.93617 -0.89578  0.233
H28 6.73667 -4.03493 1.21912  0.221
H29 7.13707 -2.70183 2.14931  0.222
H30 5.42680 -2.99617 1.86437  0.225
H31 9.77800 -1.89257 1.90421  0.251
H32 8.97076 -2.62744 0.67915  0.231
H33 10.17279 -1.48751 0.16632  0.240
H34 9.59029 0.99691 1.07462  0.230
H35 9.05317 0.33222 2.66882  0.257
H36 8.02926 1.27632 1.60509  0.235

Calculated values
* total charge: +3
* HOMO level: -13.91 eV
* E: -51208.001 eV
* relative energy (zero: lowest compared OMol25 entry of this formula, charge and spin): 0.1407 eV
* orbital gap: 0.91 eV

Number 1: largest force on an atom 0.770 eV/A. Number 2: largest force on an atom 0.342 eV/A. Number 3: largest force on an atom 3.541 eV/A.